18
Properties=species:S:1:pos:R:3:mulliken_charge:R:1 method="wB97M-V/def2-TZVPD" orbital_gap_ev=10.104 mol_weight_da=100.1 relative_energy_ev=0.8496 smiles=NCN.O.O.O total_charge=0 e_tot_ev=-10353.9124 lumo_ev=0.49
N -2.424 -0.089 -0.535 -0.67
C -1.209 0.197 -1.308 -0.27
N -1.032 -0.688 -2.465 -0.63
H -2.861 0.784 -0.262 0.25
H -2.179 -0.480 0.372 0.25
H -1.246 1.196 -1.713 0.35
H -0.296 0.083 -0.714 0.28
H -0.928 -1.648 -2.152 0.21
H -1.888 -0.670 -3.002 0.25
O 2.369 -0.295 4.280 -0.64
H 2.732 -0.938 4.902 0.32
H 1.473 -0.180 4.624 0.32
O 0.405 -3.192 1.295 -0.64
H 0.780 -2.644 0.598 0.32
H -0.090 -3.871 0.822 0.32
O 2.163 4.273 -1.953 -0.64
H 1.838 3.418 -1.656 0.32
H 2.394 4.742 -1.133 0.32